Computed, not measured: 2 unconnected molecules or ions with the total composition C6H13NO, with ωB97M-V/def2-TZVPD.

XYZ file:
```
21
Properties=species:S:1:pos:R:3:forces:R:3:mulliken_charge:R:1
C 0.323148 -4.058534 -0.100279 0.278 0.165 0.208 -1.105
C 0.335146 -2.638728 0.392888 -0.656 -0.171 -0.372 -0.143
C 1.187834 -1.715449 -0.014052 0.260 0.240 -0.031 -0.098
N 1.104463 -0.321083 0.244826 -0.022 -0.133 0.092 -0.575
H 1.269823 -4.310289 -0.579731 -0.043 -0.011 -0.069 0.310
H 0.163167 -4.767103 0.712720 -0.016 0.008 0.034 0.318
H -0.482004 -4.197392 -0.819527 -0.054 -0.078 -0.084 0.256
H -0.534837 -2.329440 0.970656 0.151 0.022 0.158 0.277
H 2.020730 -1.961956 -0.664186 0.060 -0.154 0.075 0.306
H 1.916332 -0.006514 0.763330 -0.007 0.177 -0.130 0.199
H 0.271217 -0.062320 0.761586 0.027 -0.097 0.082 0.244
C -1.311481 3.562331 0.788071 0.142 -0.388 0.390 -1.077
C -0.354667 2.769182 -0.052770 -0.158 -0.207 0.272 0.092
C -0.747629 2.056023 -1.096631 0.003 -0.060 -0.357 -0.382
O 0.076155 1.324795 -1.911841 -0.345 -0.095 0.118 -0.526
H -1.220377 4.638410 0.646514 0.036 0.044 -0.065 0.288
H -2.334678 3.255240 0.582242 -0.117 0.148 -0.098 0.326
H -1.132422 3.355481 1.849594 -0.047 0.124 -0.081 0.269
H 0.680507 2.689030 0.260713 0.126 0.305 -0.133 0.345
H -1.794011 2.014099 -1.391737 0.036 0.187 -0.113 0.312
H 0.563589 0.704223 -1.342379 0.348 -0.027 0.105 0.365
```
Positions in Å, forces in eV/Å.

The structure (SMILES) is C/C=C/N.C/C=C/O. As for the gap between HOMO and LUMO: 9.7 eV. The HOMO energy comes out at -8.7 eV.

***

Computed, not measured: C5H7N3S in the gas phase, with ωB97M-V/def2-TZVPD.

XYZ file:
```
16
Properties=species:S:1:pos:R:3:forces:R:3:mulliken_charge:R:1
C -2.006724 -0.221318 -0.612285 5.338 0.836 -0.667 -0.979
C -1.243593 -0.160841 0.687277 -1.026 -1.888 2.081 -0.606
N 0.105325 0.133010 0.403434 4.320 -1.244 -1.082 0.054
C 0.495268 1.411288 0.292521 4.448 -1.709 -2.275 0.062
N 1.714523 1.833421 -0.152569 -2.523 -0.504 1.431 -0.522
N 2.675607 0.903580 -0.341686 0.181 0.321 -0.162 -0.352
C 2.423815 -0.351427 -0.243503 -0.454 -1.753 0.198 -0.174
C 1.125456 -0.937481 0.052379 -1.823 2.433 1.139 0.349
S 0.747028 -2.512117 0.136652 0.003 -0.257 -0.165 -0.286
H -1.289642 -0.829977 -1.233864 -1.753 0.006 0.024 0.265
H -2.969401 -0.440410 -0.490157 -3.762 -1.638 0.104 0.443
H -1.938881 0.773836 -1.009423 -0.159 0.637 -0.527 0.288
H -1.589331 0.698607 1.322939 -0.032 -1.297 -0.050 0.357
H -1.204664 -1.250949 1.187805 -0.458 2.613 -0.609 0.239
H -0.259476 2.086221 0.385486 -1.743 2.250 0.556 0.512
H 3.214685 -1.135441 -0.385004 -0.555 1.193 0.004 0.349
```
Positions in Å, forces in eV/Å.

The structure (SMILES) is CCn1cnncc1=S. As for the gap between HOMO and LUMO: 8.2 eV. The HOMO energy comes out at -8.8 eV.

***

Computed, not measured: a gas-phase ion, C2H13N3P5 (charge +1), with ωB97M-V/def2-TZVPD.

XYZ file:
```
23
Properties=species:S:1:pos:R:3:forces:R:3:mulliken_charge:R:1
C -1.647898 -0.370661 -2.494456 2.000 -1.073 -3.500 -0.887
N -1.306505 -0.255377 -1.130318 -1.430 -0.376 2.256 -0.018
C -0.180215 -0.082985 -0.503557 4.204 0.386 -5.107 0.723
N -0.049056 0.164746 0.748226 0.983 1.399 4.159 -0.184
P -1.469452 0.546097 1.804415 -0.666 0.153 -0.802 -0.085
P -0.612446 2.365859 2.578985 2.241 -0.869 0.659 -0.127
P -1.221814 -0.789702 3.550220 1.280 0.873 0.851 -0.132
N 1.025106 0.008565 -1.327006 -2.442 -1.393 0.403 -0.342
P 2.571467 0.020496 -0.553622 -0.234 -0.404 1.706 -0.076
P 3.578844 -1.091569 -2.103890 -0.084 -2.630 -0.895 -0.188
H -1.356505 0.526140 -3.115599 -0.476 -0.621 0.938 0.326
H -1.049443 -1.235605 -3.029607 -1.257 1.357 1.167 0.291
H -2.706639 -0.582357 -2.621944 0.131 0.083 0.196 0.339
H -2.045460 -0.305087 -0.437032 -0.530 0.104 -0.419 0.092
H 0.905299 0.557095 1.088296 -1.810 -1.338 -0.957 0.230
H -1.628317 3.179556 2.796910 -2.236 1.436 -0.408 0.100
H -0.855668 1.878651 3.871396 0.596 0.051 0.440 0.059
H -2.034243 -1.598642 2.868144 -1.212 -1.702 -0.639 0.089
H -2.290075 -0.266943 4.359931 0.301 0.168 -0.620 0.135
H 1.067460 -0.558808 -2.209374 -0.846 0.961 1.025 0.304
H 2.816784 1.346951 -0.864326 0.885 0.392 -0.577 0.114
H 3.651531 -2.631316 -1.630124 -0.406 2.708 -0.193 0.129
H 4.837245 -0.825106 -1.645668 1.007 0.334 0.315 0.108
```
Positions in Å, forces in eV/Å.

The structure (SMILES) is CN/C(NP(P)#[PH2])=[NH+]/[PH]#[PH2]. Its total charge is +1. As for the gap between HOMO and LUMO: 9.1 eV. The HOMO energy comes out at -12.0 eV.

***

So what do the calculations give for largest force on an atom? Going down the list: 0.8 5.4 6.6 eV Å⁻¹.
So what do the calculations give for electronic energy? Going down the list: -9969.1473 -20601.5453 -53190.6469 eV.